1.
Density functional theory data (the ωB97M-V functional and the def2-TZVPD basis) for 4 unconnected molecules or ions with the total composition C31H47N4S2 at a distorted geometry.

HOMO energy = -10.25 eV
frontier orbital gap = 6.469 eV
net charge = +1

```
84
Properties=species:S:1:pos:R:3:mulliken_charge:R:1
C -1.05582 -2.01855 0.91585 0.15
C -2.50160 -2.30830 0.51691 -1.17
C -2.89744 -1.87417 -0.89801 -0.20
C -2.71245 -0.38223 -1.22075 -1.26
N -1.58354 0.01371 -2.09496 0.12
C -0.33179 0.38841 -1.42719 0.37
C 0.41972 1.50425 -2.18156 -1.10
C 1.15161 2.47930 -1.25195 -1.15
C 2.18938 1.78483 -0.34155 -0.23
N 1.87234 1.93954 1.09620 -0.14
C 1.56311 0.85390 1.84196 0.18
N 1.99664 -0.43888 1.63064 -0.40
N 0.77953 1.05019 2.87984 0.06
C -1.52336 -0.67287 -3.30218 0.15
S -2.82981 -0.88054 -4.24720 -0.26
S 0.05303 -1.32451 -3.88775 -0.29
C 0.23739 -2.85250 -2.91664 0.14
C 1.62009 -3.07474 -2.24915 -0.55
C 2.69046 -2.00954 -2.47437 -1.27
H -0.92053 -0.97226 1.20879 -0.04
H -0.36520 -2.28396 0.10564 -0.36
H -0.77664 -2.62486 1.78415 0.52
H -3.19321 -1.89465 1.25913 0.37
H -2.64096 -3.39429 0.56492 0.36
H -2.39844 -2.51520 -1.62878 0.34
H -3.96473 -2.09112 -1.00558 0.31
H -3.62533 -0.00036 -1.68068 0.49
H -2.59129 0.18088 -0.28922 0.56
H -0.61750 0.79453 -0.44887 0.53
H 0.31915 -0.48327 -1.27335 -0.55
H 1.13735 1.07099 -2.88272 0.39
H -0.31047 2.04365 -2.79266 0.52
H 1.69277 3.20885 -1.86022 0.38
H 0.43805 3.03517 -0.63648 0.45
H 2.26860 0.72456 -0.58339 -0.08
H 3.17914 2.21483 -0.50798 0.53
H 2.51039 2.56645 1.57231 0.31
H 2.96421 -0.45605 1.32071 0.35
H 1.43812 -0.96638 0.96270 0.06
H 0.09075 1.78786 2.86339 0.23
H 0.88758 0.48772 3.72059 0.18
H 0.04917 -3.66372 -3.62170 0.60
H -0.54214 -2.90267 -2.15682 -0.41
H 2.01266 -4.03400 -2.59738 0.36
H 1.45922 -3.19745 -1.16958 0.20
H 2.38928 -1.04361 -2.06357 0.29
H 3.60992 -2.31225 -1.96406 0.41
H 2.93306 -1.88876 -3.53157 0.38
C 0.31083 4.33112 4.43220 0.04
C -0.55300 5.41471 4.47864 -0.69
C -0.74673 6.06600 5.68976 -0.33
C -0.08872 5.62627 6.83400 -0.47
C 0.76940 4.53526 6.77757 -0.52
C 0.97415 3.89592 5.56413 -0.31
H 0.49206 3.82319 3.49079 0.33
H -1.07073 5.74741 3.58889 0.38
H -1.41779 6.91255 5.74605 0.38
H -0.24955 6.13570 7.77470 0.37
H 1.27616 4.19247 7.66977 0.40
H 1.64260 3.04565 5.48661 0.42
C 0.68042 -0.22783 7.18347 -0.42
C -0.00490 -0.15867 5.97802 -0.49
C -0.02873 -1.25456 5.12246 -0.48
C 0.63045 -2.42540 5.47615 -0.54
C 1.31195 -2.49506 6.68225 -0.40
C 1.33863 -1.39750 7.53385 -0.46
H 0.69702 0.62617 7.84774 0.42
H -0.52778 0.75193 5.70316 0.55
H -0.57106 -1.20414 4.18357 0.70
H 0.60610 -3.28337 4.81702 0.39
H 1.82067 -3.40777 6.96233 0.39
H 1.87169 -1.45632 8.47336 0.38
C 0.05232 -1.31116 -8.65666 -0.52
C -0.80279 -1.56404 -7.59259 0.25
C -2.16729 -1.69755 -7.81553 -0.44
C -2.67400 -1.58299 -9.10303 -0.46
C -1.81808 -1.33042 -10.16639 -0.41
C -0.45528 -1.19267 -9.94325 -0.36
H 1.11631 -1.20548 -8.48454 0.35
H -0.41652 -1.65635 -6.58475 0.24
H -2.82954 -1.89454 -6.98403 0.36
H -3.73666 -1.69094 -9.27861 0.37
H -2.21300 -1.24202 -11.17021 0.36
H 0.21097 -0.99350 -10.77273 0.36
```

---

2.
Density functional theory data (the ωB97M-V functional and the def2-TZVPD basis) for a molecular structure, C31H48AsBIrN2O5Si3.

HOMO energy (spin up / spin down) = -6.77 / -7.17 eV
frontier orbital gap (spin up / spin down) = 6.590 / 6.988 eV
relative energy (zero: lowest compared OMol25 entry of this formula, charge and spin) = 8.2 kcal/mol
spin multiplicity = 2
net charge = 0
expectation value of S² = 0.754

```
92
Properties=species:S:1:pos:R:3:mulliken_spin:R:1
Ir -0.99076 0.04065 0.35915 0.61
C -5.24672 -0.71751 0.12910 0.00
C -5.50123 -1.34396 1.34369 0.01
C -4.48172 -1.46559 2.26425 -0.01
C -3.20746 -0.98798 1.96094 0.10
N -2.95923 -0.47311 0.73796 0.01
C -3.96329 -0.29311 -0.13349 0.02
C -2.08101 -0.89985 2.88273 -0.02
C -2.22663 -1.27125 4.22161 -0.01
C -1.22376 -1.02698 5.13372 0.01
C -0.07794 -0.37686 4.69395 0.00
C 0.06749 -0.02215 3.36365 0.07
C -0.90137 -0.28775 2.38548 0.02
H -6.02441 -0.55395 -0.60237 0.00
H -6.49262 -1.70907 1.57845 0.00
H -4.67349 -1.90691 3.23044 0.00
H -3.70304 0.20278 -1.05604 0.00
H -3.14428 -1.73425 4.56165 0.00
H -1.34175 -1.31033 6.17126 0.00
H 0.71471 -0.13838 5.39316 0.00
H 0.98116 0.47434 3.07806 0.00
C 3.98677 1.29634 -1.99848 0.00
Si 3.07983 2.04779 -0.54464 0.00
C 4.31510 2.42228 0.81830 0.00
C 2.35601 3.70260 -1.02322 0.00
As 1.50147 0.74657 0.66468 -0.01
Si 2.68396 -1.29384 0.90816 0.02
C 1.59790 -2.55113 1.78871 0.00
C 4.21382 -1.03611 1.96578 0.00
C 3.21671 -2.19149 -0.66224 0.00
Si -1.13210 3.39443 1.69267 0.01
C 0.50179 3.46804 2.63870 0.00
C -2.49352 3.42596 2.99296 0.00
C -1.18129 5.03127 0.75618 0.01
H 4.64769 2.07496 -2.39104 0.00
H 3.32349 0.97997 -2.80428 0.00
H 4.60805 0.44987 -1.70362 0.00
H 5.07032 3.10519 0.41719 0.00
H 4.83029 1.54822 1.21452 0.00
H 3.81089 2.92236 1.64748 0.00
H 3.17310 4.33673 -1.38203 0.00
H 1.91703 4.18128 -0.14595 0.00
H 1.59033 3.65589 -1.79206 0.00
H 1.34125 -2.27769 2.81150 0.00
H 2.14097 -3.50165 1.80676 0.00
H 0.65871 -2.69719 1.24654 0.01
H 4.01015 -0.45062 2.86403 0.00
H 5.01974 -0.54840 1.41553 0.00
H 4.57563 -2.01981 2.27770 0.00
H 2.33942 -2.45982 -1.25346 0.00
H 3.73490 -3.11200 -0.37688 0.00
H 3.87203 -1.61157 -1.31096 0.00
H 0.75800 2.58813 3.22535 0.00
H 0.39711 4.30947 3.33636 0.00
H 1.33941 3.69963 1.97668 0.00
H -2.23067 2.83812 3.87755 0.00
H -3.39129 2.97605 2.56039 0.00
H -2.74552 4.43643 3.32289 0.00
H -0.19885 5.30576 0.36405 0.00
H -1.53863 5.85728 1.37669 0.00
H -1.85585 4.93229 -0.09784 0.00
O -1.35362 2.19054 0.64079 0.13
O -2.32747 -1.44250 -3.39824 0.00
C -1.77324 -1.21523 -2.31221 -0.08
O -1.70805 -0.10430 -1.72447 -0.01
C -1.10223 -2.44899 -1.64617 0.15
N -0.95524 -3.44863 -2.77432 0.01
C -1.57559 -4.74813 -2.35649 0.00
C -1.61733 -4.65516 -0.83861 0.01
C -1.95196 -3.18341 -0.60399 0.04
H -0.11780 -2.18970 -1.26879 -0.07
H 0.01831 -3.55211 -3.04519 0.00
H -1.50183 -2.94897 -3.53071 0.00
H -1.00264 -5.57804 -2.76225 0.00
H -2.58075 -4.77052 -2.77477 0.00
H -0.64508 -4.90541 -0.40857 0.00
H -2.35877 -5.33201 -0.41730 0.00
H -1.71211 -2.83837 0.39989 -0.03
H -3.01454 -3.00263 -0.78498 -0.01
O 1.03714 -0.51585 -2.13597 -0.04
B 0.54439 0.48422 -1.23681 0.01
O 0.25181 1.64632 -1.97809 0.05
C 0.47248 1.33369 -3.28308 0.00
C 0.29249 2.12462 -4.39464 0.00
C 0.61075 1.55876 -5.63063 0.00
C 1.08999 0.26001 -5.73186 0.00
C 1.26922 -0.53316 -4.59618 0.00
C 0.94531 0.03516 -3.38604 -0.01
H -0.08565 3.13359 -4.30449 0.00
H 0.48131 2.14750 -6.52900 0.00
H 1.33563 -0.14352 -6.70520 0.00
H 1.66828 -1.53815 -4.65960 0.00
```

---

3.
Density functional theory data (the ωB97M-V functional and the def2-TZVPD basis) for a molecular structure, C31H48BrN2O6STi.

HOMO energy (spin up / spin down) = -10.42 / -10.42 eV
frontier orbital gap (spin up / spin down) = 8.453 / 8.453 eV
net charge = +1

```
90
Properties=species:S:1:pos:R:3:mulliken_charge:R:1
Ti -0.24707 1.12719 -0.49656 0.36
C 1.93115 -1.15794 -2.14681 -0.29
C 0.58720 -1.08404 -2.82022 -0.93
O -0.15569 0.11687 -2.46837 1.57
C -1.27267 0.21366 -3.37410 -1.11
C -2.09575 1.38582 -2.95247 -0.66
O -2.30710 1.19555 -1.55142 0.41
C -3.51270 1.79755 -1.07615 -0.67
C -3.54022 1.73637 0.43101 -0.53
O -2.42142 2.38936 1.00115 -0.21
C -2.36860 3.79191 0.80392 -0.55
C -0.95067 4.14392 0.42158 -0.58
O -0.52260 3.26019 -0.62912 -0.23
C 0.85905 2.85191 -0.60753 -0.39
C 1.72926 0.40223 -0.44374 -0.54
O 1.82927 -0.97758 -0.75751 -0.41
H 2.32716 -2.15839 -2.32928 0.43
H 2.61606 -0.42261 -2.58261 -0.03
H 0.72908 -1.07016 -3.90294 0.53
H -0.03502 -1.93654 -2.54209 0.38
H -0.89432 0.34336 -4.38879 0.53
H -1.85598 -0.70771 -3.30084 0.44
H -1.57080 2.33114 -3.12176 0.24
H -3.04727 1.39852 -3.48625 0.55
H -3.55855 2.82679 -1.44121 0.38
H -4.36708 1.25283 -1.48753 0.42
H -4.48218 2.16124 0.79216 0.48
H -3.47285 0.70062 0.76354 -0.10
H -3.06303 4.11305 0.02557 0.32
H -2.63509 4.31310 1.72750 0.40
H -0.88091 5.17087 0.06127 0.32
H -0.28861 4.01562 1.27662 0.32
H 1.29512 3.01575 -1.59284 0.07
H 1.43153 3.30329 0.19703 0.46
H 2.43482 0.96101 -1.06842 -0.05
H 2.02781 0.52551 0.59948 0.48
C -1.40166 -3.71787 6.03103 -2.03
C -0.76644 -2.33079 5.93717 1.84
C -1.53084 -1.38173 6.87130 -1.63
C 0.69488 -2.43314 6.39826 -1.63
C -0.80531 -1.77622 4.51497 -0.19
C -0.27643 -0.51488 4.25117 -0.31
C -0.32141 -0.02570 2.96963 -0.25
Br 0.41294 1.69735 2.62463 -0.11
C -0.86749 -0.71517 1.88440 0.53
O -0.88802 -0.12678 0.67338 0.18
C -1.39904 -1.98629 2.12959 -0.94
C -1.34651 -2.46729 3.44121 -0.48
C -2.03816 -2.91359 1.07808 2.49
C -2.08332 -2.35537 -0.34786 -2.37
C -1.22940 -4.21999 1.02150 -1.80
C -3.48416 -3.22139 1.49582 -1.75
H -1.35007 -4.06594 7.06354 0.44
H -0.87644 -4.44622 5.40994 0.39
H -2.45357 -3.70194 5.73849 0.39
H -1.51322 -1.76735 7.89220 0.46
H -2.57213 -1.28645 6.55785 0.36
H -1.08761 -0.38498 6.88290 0.33
H 0.74005 -2.82010 7.41784 0.45
H 1.18912 -1.46069 6.38654 0.34
H 1.25766 -3.10671 5.74933 0.36
H 0.16568 0.08756 5.03295 0.47
H -1.75961 -3.44877 3.62198 0.41
H -1.07971 -2.14663 -0.71414 0.23
H -2.67410 -1.44155 -0.41757 0.09
H -2.54144 -3.10888 -0.99306 0.66
H -0.19705 -4.01775 0.72878 0.34
H -1.67044 -4.89843 0.28809 0.50
H -1.21240 -4.73365 1.98231 0.33
H -4.07591 -2.30418 1.54515 0.32
H -3.53745 -3.70452 2.47128 0.33
H -3.94757 -3.88919 0.76661 0.48
N 1.79939 3.98384 -5.98310 -0.40
C 2.35035 3.00670 -5.23884 0.20
S 1.42025 2.03637 -4.23146 -0.32
N 3.68508 2.86117 -5.37495 -0.18
C 4.49180 1.93183 -4.64782 -0.01
C 5.22401 0.98417 -5.34389 -0.40
C 6.03826 0.09816 -4.65069 -0.56
C 6.10636 0.15391 -3.26726 -0.54
C 5.37182 1.11052 -2.57596 -0.62
C 4.57115 2.00718 -3.26433 0.09
H 0.79847 4.05171 -6.00316 0.22
H 2.33401 4.53066 -6.63673 0.18
H 4.14355 3.36184 -6.12067 0.27
H 5.14929 0.93444 -6.42340 0.44
H 6.61364 -0.63891 -5.19459 0.40
H 6.73748 -0.53933 -2.72731 0.42
H 5.43271 1.16571 -1.49659 0.40
H 4.00760 2.76499 -2.73681 0.40
```

---

4.
Density functional theory data (the ωB97M-V functional and the def2-TZVPD basis) for a molecular structure, C31H48Cl3MnN4O4Si at a distorted geometry.

HOMO energy (spin up / spin down) = -6.66 / -6.66 eV
frontier orbital gap (spin up / spin down) = 4.440 / 6.162 eV
relative energy (zero: lowest compared OMol25 entry of this formula, charge and spin) = 0.0 kcal/mol
spin multiplicity = 5
net charge = 0
expectation value of S² = 6.119

```
92
Properties=species:S:1:pos:R:3:mulliken_spin:R:1
C -0.18933 5.96503 0.79453 0.00
C 1.12545 6.45218 0.26036 0.00
H -0.34059 6.32491 1.82191 0.00
H -0.23482 4.86849 0.77952 0.00
H -1.03656 6.34206 0.19944 0.00
C 1.71505 7.60450 0.67458 0.00
C 1.17116 8.49950 1.73519 0.00
H 2.62793 7.97988 0.20738 0.00
H 0.91613 7.92520 2.64629 0.00
H 0.27220 9.05105 1.40519 0.00
H 1.92940 9.27250 1.96417 0.00
Mn -0.17638 -1.25813 -0.88840 4.03
Cl -0.26907 -1.05563 -3.04809 -0.01
Cl -1.61826 0.34834 -0.49255 -0.08
H 2.00042 -5.69644 -0.13605 0.00
H 0.09258 -6.94314 -2.13444 0.00
C 0.97952 -5.51204 0.24509 0.00
C -0.62571 -6.32690 -1.56245 0.00
N 0.06004 -5.22574 -0.86186 0.01
H 1.00333 -4.64904 0.92688 0.00
C 0.03183 -3.99871 -1.34402 0.01
O 0.62547 -3.04457 -0.72590 0.02
H -1.32669 -5.85600 -2.27011 0.00
H -0.53004 -3.77059 -2.27485 0.00
H 0.64246 -6.40501 0.78943 0.00
H -1.18352 -6.94656 -0.83763 0.00
H -0.37399 0.40462 5.09537 0.00
H 0.77979 1.33672 2.68917 0.00
C -0.86304 -0.06416 4.22364 0.00
C 1.26372 0.44273 3.17306 0.00
N 0.16272 -0.50194 3.28721 0.01
H -1.35431 0.78263 3.65520 0.00
C -0.25768 -1.11633 2.16353 -0.01
O 0.43381 -1.17004 1.09826 -0.01
H 2.13472 0.06781 2.63356 0.00
H -1.23617 -1.63044 2.18836 0.00
H -1.55602 -0.90624 4.48771 0.00
H 1.50450 0.82215 4.17282 0.00
O 1.70348 4.25541 -0.31359 0.00
C 1.76841 5.59965 -0.80457 0.00
C 4.21834 6.20919 -0.42860 0.00
C 3.12247 6.09992 -1.27563 0.00
H 4.13155 5.87093 0.60090 0.00
C 5.40418 6.78614 -0.89686 0.00
H 1.08381 5.63576 -1.66067 0.00
C 3.20557 6.57027 -2.59228 0.00
H 6.27210 6.85997 -0.23469 0.00
C 5.49435 7.25479 -2.22087 0.00
C 4.37800 7.15787 -3.07130 0.00
H 2.32319 6.44740 -3.23014 0.00
H 6.44107 7.67653 -2.60449 0.00
H 4.43080 7.51513 -4.12088 0.00
Si 2.62235 2.87993 -0.47497 0.00
Cl -0.63143 2.78413 2.68914 0.00
C 3.93079 2.91941 0.84520 0.00
C 3.56889 2.95424 -2.12256 0.00
C 1.47322 1.44055 -0.43653 0.02
H 4.67397 3.69825 0.62565 0.00
H 4.43606 1.94573 0.85454 0.00
H 3.49499 3.09967 1.83486 0.00
H 0.57265 1.64526 0.16199 0.00
H 1.98871 0.57287 0.00400 -0.01
H 1.15138 1.18415 -1.45950 0.01
H 4.21142 3.85007 -2.18390 0.00
H 2.87644 2.97660 -2.97767 0.00
H 4.22016 2.07504 -2.25666 0.00
C -4.96588 -6.20432 -1.63696 0.00
N -4.55058 -4.85377 -1.31182 0.00
N -3.76160 -4.51727 -0.26275 0.00
C -3.23321 -3.23993 -0.50807 0.00
O -2.25035 -2.74134 0.08706 0.02
C -3.92669 -2.77126 -1.67652 0.00
C -4.66168 -3.80831 -2.16225 0.00
C -5.48543 -3.86509 -3.40244 0.00
C -3.45567 -5.36096 0.83803 0.00
C -4.22990 -6.48786 1.11283 0.00
C -3.67582 -7.53107 1.85642 0.00
C -2.43534 -7.36411 2.48358 0.00
C -1.75060 -6.14197 2.36476 0.00
C -2.31396 -5.11112 1.61219 0.00
H -4.17668 -6.94301 -1.45686 0.00
H -5.19558 -6.19417 -2.70876 0.00
H -5.87920 -6.49026 -1.10374 0.00
H -3.73418 -1.82657 -2.17043 0.00
H -5.03217 -4.51319 -4.17142 0.00
H -6.51625 -4.19708 -3.20054 0.00
H -5.52068 -2.84192 -3.80582 0.00
H -5.23990 -6.58007 0.74625 0.00
H -4.22420 -8.46928 1.95481 0.00
H -2.02498 -8.17872 3.09788 0.00
H -0.77877 -6.00884 2.84925 0.00
H -1.84770 -4.13603 1.58392 0.00
```